Record 1
Density functional theory data (ωB97M-V/def2-TZVPD) for C59H137HgN8O14 as an isolated structure.

Positions of all 219 atoms, in Å:
1 Hg 20.17977 14.59791 15.79436
2 C 19.54670 15.77979 18.52466
3 C 20.98657 15.35237 18.57597
4 O 21.42136 14.69472 17.40464
5 H 19.14475 16.12138 19.55206
6 H 18.90524 14.95447 18.15354
7 H 19.45568 16.63799 17.84015
8 H 21.07232 14.65751 19.41764
9 H 21.63943 16.16780 18.85921
10 C 13.00134 17.83628 17.90547
11 C 13.78224 17.84653 19.20358
12 C 14.01609 16.44079 19.73776
13 C 15.11512 16.27378 20.76044
14 C 16.43528 16.95627 20.39686
15 C 16.14341 18.43238 20.03744
16 N 15.10493 18.44026 18.99570
17 O 14.95616 19.78969 18.46398
18 C 15.75646 19.22610 21.33092
19 C 17.42043 19.10270 19.46864
20 C 12.92646 18.65094 20.25080
21 H 12.08798 17.30006 18.07625
22 H 13.62518 17.33754 17.15686
23 H 12.69432 18.82929 17.57261
24 H 13.10842 16.02751 20.15857
25 H 14.28870 15.85751 18.82680
26 H 15.37412 15.20108 20.93355
27 H 14.80764 16.68036 21.68083
28 H 16.84963 16.59502 19.49605
29 H 17.17789 16.70391 21.17351
30 H 15.13853 18.64713 21.93763
31 H 16.68662 19.42038 21.90695
32 H 15.28194 20.21433 21.13671
33 H 17.60959 18.77823 18.41989
34 H 17.19504 20.22680 19.43712
35 H 18.27296 18.84282 20.08620
36 H 11.92128 18.38239 20.24099
37 H 12.99215 19.70430 20.15682
38 H 13.24522 18.38826 21.25654
39 H 15.23119 19.73858 17.55270
40 C 21.27520 21.53269 13.08106
41 C 20.67771 21.23720 14.49983
42 C 19.57363 22.25822 14.80540
43 C 18.76540 22.02644 16.15092
44 C 18.26915 20.58006 15.95315
45 C 19.36678 19.55972 15.77361
46 N 20.19994 19.87624 14.65712
47 O 21.21486 18.97639 14.54676
48 C 20.22605 19.45854 17.08454
49 C 18.75496 18.20292 15.47068
50 C 21.79910 21.51821 15.50713
51 H 21.72230 20.61390 12.72666
52 H 22.02821 22.34254 13.09087
53 H 20.59902 21.80913 12.31972
54 H 19.97580 23.27481 14.80526
55 H 18.84306 22.19317 13.99102
56 H 17.93507 22.75822 16.21084
57 H 19.30274 22.23338 17.04914
58 H 17.60398 20.62865 15.02091
59 H 17.60520 20.25242 16.78365
60 H 20.63318 20.39022 17.38069
61 H 19.52554 19.04950 17.83256
62 H 21.16988 18.80597 17.00095
63 H 19.50074 17.42467 15.23802
64 H 18.15831 17.85545 16.30317
65 H 18.14206 18.34205 14.56182
66 H 21.44763 21.78259 16.52121
67 H 22.33873 22.41025 15.13933
68 H 22.44657 20.64227 15.59520
69 H 21.12384 18.52010 13.70955
70 C 21.49119 7.29026 20.58207
71 C 21.04629 7.71952 21.96240
72 C 22.06213 7.97263 22.99035
73 C 22.85130 9.22350 22.79460
74 C 21.95834 10.47249 22.61450
75 C 20.79355 10.28811 21.59251
76 N 20.15149 8.94387 21.81949
77 O 19.15775 8.77724 20.81880
78 C 19.80646 11.35559 21.91132
79 C 21.24213 10.40089 20.13822
80 C 20.09808 6.63862 22.45545
81 H 22.36825 7.81104 20.29478
82 H 20.73730 7.42194 19.80919
83 H 21.72712 6.20336 20.55252
84 H 21.49129 8.01550 23.96586
85 H 22.76916 7.11680 22.96722
86 H 23.63639 9.07303 22.04199
87 H 23.42586 9.54528 23.68734
88 H 22.53681 11.29844 22.24816
89 H 21.70757 10.68194 23.62921
90 H 20.35972 12.30818 22.14030
91 H 19.24461 11.49260 21.01180
92 H 19.19529 11.02016 22.75593
93 H 21.18657 11.41674 19.88124
94 H 22.30228 10.16577 19.88719
95 H 20.54822 9.87967 19.45800
96 H 19.32845 6.41163 21.62830
97 H 19.55262 6.85223 23.35280
98 H 20.72922 5.77130 22.71943
99 H 18.40040 8.93777 21.39050
100 C 20.58648 16.84505 22.61078
101 O 21.28584 18.05850 22.38186
102 C 21.49672 18.41080 21.02050
103 C 21.73675 19.90821 21.00266
104 N 23.15257 20.25551 21.27468
105 C 23.39276 20.36291 22.77219
106 C 24.47796 21.30183 23.08034
107 O 24.15949 22.60745 22.51085
108 C 24.91034 23.68996 22.94274
109 H 19.55999 16.93464 22.33956
110 H 20.71542 16.60236 23.64244
111 H 20.99386 16.04647 22.00213
112 H 20.71249 17.99716 20.36831
113 H 22.37614 17.85640 20.67993
114 H 20.98037 20.42377 21.59322
115 H 21.48335 20.18371 19.99619
116 H 23.18872 21.19379 20.92949
117 H 23.50696 19.36702 23.21514
118 H 22.46551 20.77950 23.17264
119 H 25.49393 21.02732 22.72348
120 H 24.60535 21.31744 24.17044
121 H 24.85344 23.90252 24.03940
122 H 24.61821 24.55898 22.28065
123 H 26.03032 23.44298 22.93686
124 C 25.01456 10.74574 12.50440
125 O 25.66629 11.26301 13.67782
126 C 25.93421 10.22087 14.62496
127 C 26.41382 10.83823 15.90663
128 N 25.55841 11.86630 16.44966
129 C 25.33307 11.79924 17.87018
130 C 24.32402 12.81224 18.40050
131 O 24.98193 14.05304 18.33968
132 C 24.45788 15.11785 19.00265
133 H 24.26305 11.49690 12.28754
134 H 24.43113 9.85013 12.67766
135 H 25.69774 10.56647 11.68193
136 H 26.77973 9.61266 14.39951
137 H 25.09154 9.53327 14.80379
138 H 27.41093 11.28653 15.73340
139 H 26.74030 10.09064 16.64425
140 H 25.87162 12.80252 16.16160
141 H 26.30670 11.83804 18.36779
142 H 25.00367 10.80539 18.06484
143 H 24.04062 12.60484 19.41308
144 H 23.45427 12.82773 17.76412
145 H 25.24836 15.91286 19.10057
146 H 24.20202 14.94662 20.05461
147 H 23.61959 15.48188 18.41964
148 C 12.56411 13.66350 9.35771
149 O 13.03461 13.15551 10.61773
150 C 13.14174 14.03483 11.70557
151 C 14.42922 14.81169 11.57786
152 N 14.92960 15.42085 12.75545
153 C 15.07294 16.84859 12.87861
154 C 14.90860 17.11115 14.40004
155 O 15.96588 16.44816 15.03850
156 C 16.00800 16.42824 16.42895
157 H 11.54514 14.14215 9.43819
158 H 12.55847 12.84521 8.62922
159 H 13.25759 14.41910 8.87596
160 H 13.23412 13.37935 12.55894
161 H 12.25697 14.68017 11.78721
162 H 14.34112 15.55666 10.75725
163 H 15.04819 14.05389 11.23187
164 H 14.93188 14.89961 13.57762
165 H 14.24367 17.44380 12.40003
166 H 16.10154 17.08123 12.57742
167 H 13.99369 16.73691 14.74422
168 H 14.86157 18.15767 14.66349
169 H 15.85381 17.34936 16.97302
170 H 16.98676 15.99828 16.73775
171 H 15.31768 15.72344 16.84526
172 C 22.98826 8.67303 17.31728
173 O 22.26741 9.89960 16.94210
174 C 21.67229 9.83437 15.70015
175 C 20.80158 11.11372 15.52976
176 N 21.52386 12.38215 15.53128
177 C 22.52441 12.49492 14.40108
178 C 23.29811 13.80636 14.46464
179 O 22.37906 14.89548 14.27166
180 C 22.93727 16.15670 14.52757
181 H 22.33295 8.10503 18.05959
182 H 23.86468 8.97930 17.88551
183 H 23.32571 8.09790 16.43927
184 H 20.96517 9.00456 15.55259
185 H 22.41262 9.68366 14.88226
186 H 20.09494 11.11411 16.35407
187 H 20.27820 11.03985 14.58927
188 H 21.97801 12.46897 16.45720
189 H 21.83276 12.45095 13.50984
190 H 23.26454 11.65960 14.37512
191 H 24.13100 13.78904 13.71375
192 H 23.80529 13.96140 15.43263
193 H 22.20683 16.77481 14.99930
194 H 23.30300 16.57743 13.56160
195 H 23.73031 16.22134 15.32602
196 C 17.83127 12.63925 18.12568
197 O 18.27634 13.00044 16.77034
198 C 17.22040 12.81093 15.85168
199 C 17.76401 13.16973 14.45780
200 N 18.32705 14.56640 14.46416
201 C 18.72034 15.14013 13.07952
202 C 19.90316 14.36578 12.58256
203 O 19.53088 13.04209 12.20373
204 C 19.78906 12.75808 10.77010
205 H 17.16652 11.75444 18.08048
206 H 17.28745 13.52202 18.49532
207 H 18.69804 12.58862 18.78287
208 H 16.42278 13.52562 16.14066
209 H 16.90812 11.80075 15.84791
210 H 17.00138 13.10597 13.65857
211 H 18.51472 12.43972 14.22487
212 H 17.58909 15.18163 14.77922
213 H 18.99701 16.19463 13.17364
214 H 17.81458 15.13202 12.47272
215 H 20.66186 14.31306 13.37454
216 H 20.28918 14.84600 11.71805
217 H 19.41360 13.55069 10.09665
218 H 19.28702 11.82258 10.72399
219 H 20.87279 12.71792 10.64661

Computed properties:
LUMO = -1.850 eV
largest force on an atom = 4.00 eV/A
HOMO = -10.04 eV
molar mass = 1383.38 g mol⁻¹
E = -3974.30272 a.u.
2S+1 = 1
total charge = +1
frontier orbital gap = 8.19 eV


Record 2
Density functional theory data (ωB97M-V/def2-TZVPD) for an isolated molecule of C3H4FNO2S.

Positions of all 12 atoms, in Å:
1 O 2.22365 -1.53640 0.13307
2 C 1.59522 -0.54204 0.09974
3 C 2.15509 0.93436 0.06796
4 F 1.08350 1.92833 -0.08156
5 O 0.23489 -0.38287 -0.17292
6 C -0.74496 -1.29453 -0.12446
7 N -1.97543 -1.16352 0.00925
8 S -2.20781 0.69833 0.00797
9 H 2.63238 1.01678 -0.95817
10 H 2.87841 1.22051 0.93901
11 H -0.26260 -2.31954 -0.36743
12 H -3.54714 0.46596 0.98792

Computed properties:
LUMO = 0.362 eV
largest force on an atom = 5.66 eV/A
HOMO = -9.18 eV
structure (SMILES) = O=C(CF)O/C=N\S
molar mass = 137.13 g mol⁻¹
E = -819.89189 a.u.
2S+1 = 1
total charge = 0
frontier orbital gap = 9.54 eV
ΔE to the lowest compared entry with this formula, charge and spin = 2.5419 eV


Record 3
Density functional theory data (ωB97M-V/def2-TZVPD) for a 10-piece molecular cluster, C34H61Cl6N7 overall.

Positions of all 108 atoms, in Å:
1 C -5.45232 -7.11837 3.42536
2 C -4.45477 -8.34351 3.58729
3 C -3.32031 -8.59629 2.54235
4 C -3.87311 -9.29016 1.32536
5 N -4.26060 -9.75793 0.32610
6 H -4.79898 -6.24809 3.48743
7 H -6.07900 -6.96961 4.30469
8 H -5.94458 -7.21971 2.45813
9 H -4.97176 -9.30294 3.56970
10 H -4.04842 -8.26858 4.59592
11 H -2.65017 -9.33918 2.97493
12 H -2.81425 -7.70931 2.16119
13 C -7.33913 -0.31344 -0.65964
14 C -5.93305 0.34774 -0.85488
15 C -5.93524 1.70647 -1.49983
16 C -6.65696 1.72294 -2.84803
17 N -7.19657 1.69339 -3.88139
18 H -7.86963 -0.39640 -1.60821
19 H -7.87417 0.32009 0.04779
20 H -7.26399 -1.25452 -0.11482
21 H -5.42277 -0.45262 -1.39074
22 H -5.47135 0.49371 0.12166
23 H -4.92082 2.10462 -1.52232
24 H -6.52908 2.35824 -0.85901
25 C 8.45986 -3.11985 -2.37453
26 C 9.37960 -1.93521 -2.32103
27 C 8.87616 -0.56509 -1.85313
28 C 8.42252 -0.62637 -0.46785
29 N 8.05541 -0.70210 0.64966
30 H 8.14776 -3.60641 -1.45043
31 H 8.96414 -3.95459 -2.86137
32 H 7.48961 -2.96844 -2.84760
33 H 9.71910 -1.88428 -3.35556
34 H 10.20742 -2.19864 -1.66268
35 H 8.06441 -0.19308 -2.47825
36 H 9.74117 0.08708 -1.73258
37 C 1.53002 0.84922 -1.21699
38 C 1.74449 0.57143 0.24391
39 C 0.42432 0.55008 1.11706
40 C -0.17409 -0.76945 1.18857
41 N -0.57276 -1.86023 1.24305
42 H 0.94820 0.05936 -1.69208
43 H 2.44796 0.65700 -1.77247
44 H 1.03287 1.81651 -1.28965
45 H 2.56448 1.19892 0.59316
46 H 2.23663 -0.39364 0.36444
47 H -0.25557 1.24883 0.62964
48 H 0.53278 0.89603 2.14500
49 C 5.11825 2.99972 -11.72278
50 C 4.79361 4.43882 -11.12107
51 C 5.01030 4.70437 -9.62435
52 C 4.86166 3.55899 -8.73358
53 N 4.63896 2.70112 -7.97521
54 H 5.07869 3.05191 -12.81082
55 H 4.36397 2.28058 -11.40342
56 H 6.11573 2.58249 -11.58476
57 H 3.78313 4.80857 -11.29514
58 H 5.42767 5.13713 -11.66736
59 H 4.35104 5.53289 -9.36542
60 H 6.01672 5.04947 -9.38746
61 C -4.69961 -2.40713 9.81682
62 C -3.27726 -1.77094 9.75228
63 C -3.10735 -1.21423 8.34650
64 C -1.69101 -0.84801 8.11886
65 N -0.58436 -0.52623 7.81496
66 H -5.06698 -2.89473 8.91383
67 H -5.43636 -1.62378 9.99475
68 H -4.67785 -3.20073 10.56370
69 H -2.49984 -2.51422 9.92908
70 H -3.26743 -1.08323 10.59790
71 H -3.84946 -0.41709 8.30253
72 H -3.35323 -1.91822 7.55150
73 C -1.71488 5.07581 9.68238
74 C -0.85919 5.67671 8.52244
75 C -1.58380 6.03255 7.17780
76 C -2.16612 4.85462 6.50572
77 N -2.59907 3.94109 5.87841
78 H -1.17175 4.95048 10.61908
79 H -2.10825 4.14415 9.27575
80 H -2.49240 5.78593 9.96402
81 H -0.07272 4.98900 8.21163
82 H -0.41252 6.61596 8.84861
83 H -0.85629 6.45534 6.48492
84 H -2.35566 6.75382 7.44631
85 Cl -2.30570 0.46214 -7.19001
86 C -3.00471 0.23874 -8.81025
87 C -1.91827 -0.56026 -9.60334
88 Cl -2.37279 -1.30302 -11.22980
89 H -3.30834 1.19334 -9.23992
90 H -3.94198 -0.29422 -8.65029
91 H -1.67575 -1.36894 -8.91391
92 H -1.06168 0.08233 -9.80692
93 Cl 0.60362 8.70744 -6.37863
94 C 1.15348 8.04562 -4.86799
95 C 0.19175 8.52733 -3.79324
96 Cl 0.97003 8.34527 -2.17171
97 H 2.18504 8.21452 -4.55901
98 H 0.93243 6.97969 -4.92303
99 H -0.79662 8.06823 -3.77224
100 H 0.10698 9.60962 -3.89097
101 Cl 2.96718 -7.64063 1.96127
102 C 3.71872 -6.21759 2.74514
103 C 3.17116 -5.99964 4.20844
104 Cl 3.94487 -7.28653 5.20670
105 H 3.50576 -5.35253 2.11711
106 H 4.79502 -6.38901 2.72817
107 H 2.08975 -6.10839 4.29108
108 H 3.48828 -4.98009 4.42763

Computed properties:
LUMO = 0.286 eV
largest force on an atom = 4.83 eV/A
HOMO = -10.57 eV
structure (SMILES) = CCCC#N.CCCC#N.CCCC#N.CCCC#N.CCCC#N.CCCC#N.CCCC#N.ClCCCl.ClCCCl.ClCCCl
molar mass = 780.63 g mol⁻¹
E = -4476.36692 a.u.
2S+1 = 1
total charge = 0
frontier orbital gap = 10.86 eV
ΔE to the lowest compared entry with this formula, charge and spin = 4.5615 eV


Q: What is the E in the third record?
A: -4476.36692 a.u.


Q: The highest total charge belongs to which entry?
A: C59H137HgN8O14